*1*
Entry from the OMol25 dataset: 2 unconnected molecules or ions with the total composition C5H13NO2 (ωB97M-V/def2-TZVPD).

Structure (XYZ):
```
21
Properties=species:S:1:pos:R:3:nbo_charge:R:1
C 0.703 1.308 0.931 -0.619
C 1.308 0.827 -0.488 -0.211
N 0.322 -0.144 -0.889 -0.487
C 0.552 -1.411 -0.223 0.534
O -0.470 -1.912 0.209 -0.598
C -0.878 0.108 -1.583 -0.214
C -2.225 0.283 -0.838 -0.631
H -0.267 1.728 0.650 0.196
H 0.597 0.393 1.550 0.226
H 1.179 2.081 1.424 0.202
H 2.362 0.362 -0.392 0.194
H 1.518 1.670 -1.205 0.202
H 1.517 -1.811 -0.357 0.142
H -0.854 -0.606 -2.351 0.204
H -0.707 1.086 -2.185 0.196
H -2.058 0.699 0.240 0.218
H -2.697 -0.690 -0.669 0.224
H -2.957 0.982 -1.415 0.211
O 1.029 -1.397 2.774 -0.932
H 1.730 -2.015 2.498 0.472
H 0.296 -1.540 2.319 0.471
```

Calculated values
SMILES: CCN(C=O)CC.O
Orbital gap: 9.539 eV
Charge: 0

*2*
Entry from the OMol25 dataset: 2 unconnected molecules or ions with the total composition C5H13NO2 (ωB97M-V/def2-TZVPD).

Structure (XYZ):
```
21
Properties=species:S:1:pos:R:3:nbo_charge:R:1
C -2.291 0.775 1.150 -0.729
C -1.146 -0.105 0.711 0.578
O -1.259 -0.825 -0.276 -0.551
C 0.149 -0.029 1.542 -0.005
C 0.822 1.324 1.360 -0.626
O 1.099 -1.047 1.270 -0.693
H -2.474 1.534 0.385 0.245
H -3.183 0.163 1.300 0.250
H -2.054 1.274 2.093 0.214
H -0.150 -0.161 2.587 0.198
H 1.517 1.505 2.186 0.228
H 1.416 1.354 0.441 0.208
H 0.105 2.150 1.328 0.213
H 1.407 -0.942 0.353 0.468
C 1.009 -1.524 -2.511 -0.423
N 0.835 -0.083 -2.412 -0.823
H 2.057 -1.792 -2.355 0.184
H 0.407 -2.045 -1.761 0.187
H 0.701 -1.869 -3.501 0.192
H 1.204 0.243 -1.525 0.325
H -0.172 0.098 -2.363 0.359
```

Calculated values
SMILES: CC(=O)[C@H](C)O.CN
Orbital gap: 9.887 eV
Charge: 0

Tell me which of them is the most stable. Sure, it is *2*.